A 5-piece molecular cluster, C35H54ClFN7O6PS overall, computed with wB97M-V/def2-TZVPD.

```
! RIJCOSX wB97M-V def2-TZVPD def2/J DEFGRID3
* xyz 0 1
N 1.619 1.737 3.885
P 1.869 1.434 2.327
C 1.622 -0.370 1.835
F 2.326 -0.477 0.584
C 2.261 -1.320 2.922
N 3.397 -0.754 3.722
C 4.418 -0.656 3.014
O 5.128 -0.278 2.163
C 0.951 -1.783 3.718
O 0.859 -2.430 4.710
O -0.179 -1.291 3.017
C 0.152 -0.967 1.628
C -0.622 0.221 0.921
C -1.885 -0.190 0.051
C -1.835 0.660 -1.324
C -2.588 2.063 -1.093
S -4.419 1.940 -1.126
O -4.912 2.901 -2.110
O -4.900 2.164 0.238
Cl -5.096 0.069 -1.701
C 0.266 -2.348 0.853
C -0.616 -3.512 1.437
C -2.151 -3.174 1.558
N -2.839 -3.957 2.627
C -4.285 -3.657 2.636
C -4.578 -2.160 3.055
C -3.826 -1.679 4.255
C -4.029 -0.276 4.651
C -4.938 0.619 3.911
C -5.671 0.129 2.739
C -5.494 -1.284 2.295
O -6.167 -1.737 1.148
H 1.326 0.867 4.340
H 0.988 2.340 1.634
H 3.224 1.790 2.058
H 2.785 -2.090 2.286
H 0.118 0.693 0.206
H -0.979 0.945 1.728
H -1.924 -1.264 -0.262
H -2.842 0.118 0.558
H -0.778 0.776 -1.709
H -2.397 0.066 -2.108
H -2.302 2.419 -0.056
H -2.181 2.824 -1.824
H 1.333 -2.728 0.821
H -0.014 -2.168 -0.231
H -0.275 -3.844 2.465
H -0.527 -4.425 0.778
H -2.235 -2.092 1.844
H -2.713 -3.329 0.590
H -2.743 -4.943 2.338
H -4.733 -3.907 1.625
H -4.787 -4.360 3.371
H -3.139 -2.375 4.806
H -3.445 0.099 5.528
H -5.013 1.684 4.263
H -6.337 0.830 2.168
H -6.393 -0.905 0.680
C 2.479 1.924 -4.966
C 3.420 1.367 -3.904
C 3.036 -0.038 -3.435
C 1.750 -0.060 -2.740
N 0.741 -0.076 -2.190
H 1.465 2.044 -4.578
H 2.824 2.904 -5.299
H 2.438 1.266 -5.837
H 3.450 2.053 -3.053
H 4.431 1.330 -4.320
H 3.808 -0.409 -2.759
H 3.009 -0.722 -4.287
C -2.426 -1.360 -4.905
C -2.566 -2.765 -5.476
C -2.720 -3.836 -4.393
C -1.522 -3.961 -3.559
N -0.585 -4.054 -2.900
H -1.519 -1.261 -4.303
H -2.368 -0.629 -5.714
H -3.285 -1.105 -4.279
H -1.701 -2.986 -6.107
H -3.447 -2.794 -6.123
H -2.918 -4.799 -4.873
H -3.586 -3.612 -3.766
C 9.077 0.011 -3.346
C 7.936 0.847 -2.778
C 7.056 0.073 -1.793
C 6.335 -1.027 -2.438
N 5.773 -1.894 -2.943
H 8.703 -0.830 -3.933
H 9.700 0.622 -4.002
H 9.711 -0.381 -2.548
H 7.329 1.236 -3.600
H 8.361 1.710 -2.259
H 6.329 0.760 -1.352
H 7.664 -0.314 -0.972
C -0.130 5.371 4.644
C 0.130 5.818 3.211
C -1.067 5.592 2.283
C -1.372 4.171 2.111
N -1.617 3.056 1.983
H -0.308 4.295 4.702
H 0.734 5.598 5.271
H -0.998 5.887 5.064
H 1.010 5.295 2.825
H 0.369 6.885 3.215
H -0.846 6.026 1.305
H -1.946 6.115 2.669
*
```

Output
highest occupied orbital energy: -0.2912 Eh
Kohn-Sham gap: 7.70 eV


A 7-piece molecular cluster, C35H54NO16 overall, computed with wB97M-V/def2-TZVPD.

```
! RIJCOSX wB97M-V def2-TZVPD def2/J DEFGRID3
* xyz -1 1
N 7.234 0.415 3.165
C 6.668 1.671 3.423
C 7.425 2.848 3.356
C 6.874 4.096 3.609
C 5.519 4.195 3.923
C 4.750 3.040 3.982
C 5.305 1.787 3.738
C 4.407 0.613 3.815
O 4.787 -0.459 4.241
C 3.037 0.872 3.368
C 2.483 2.071 3.585
C 1.071 2.376 3.099
O 0.975 2.377 1.852
O 0.205 2.568 3.964
C 3.292 3.097 4.286
O 2.840 3.898 5.058
H 7.034 -0.259 3.888
H 8.222 0.479 2.974
H 8.472 2.784 3.089
H 7.448 4.996 3.574
H 5.042 5.144 4.109
H 2.509 0.088 2.848
O 3.812 -1.091 -1.677
C 2.831 -1.493 -1.110
O 2.609 -2.830 -1.100
C 1.634 -3.458 -0.248
C 0.245 -3.430 -0.841
C 1.795 -0.558 -0.523
H 1.654 -3.009 0.745
H 1.979 -4.485 -0.130
H -0.104 -2.405 -0.957
H -0.459 -3.961 -0.210
H 0.234 -3.889 -1.831
H 1.021 -0.388 -1.271
H 2.262 0.394 -0.283
H 1.338 -0.925 0.390
O -1.823 -1.211 -2.521
C -1.546 -1.531 -3.642
O -1.391 -2.843 -3.913
C -1.247 -3.357 -5.237
C 0.201 -3.370 -5.683
C -1.277 -0.516 -4.728
H -1.888 -2.818 -5.936
H -1.627 -4.376 -5.184
H 0.611 -2.362 -5.747
H 0.292 -3.839 -6.663
H 0.809 -3.925 -4.970
H -0.206 -0.320 -4.772
H -1.789 0.404 -4.461
H -1.632 -0.822 -5.711
O -1.506 -5.772 0.110
C -2.655 -5.434 -0.034
O -3.593 -6.367 -0.263
C -4.991 -6.043 -0.215
C -5.502 -5.521 -1.540
C -3.049 -3.975 -0.052
H -5.194 -5.346 0.598
H -5.488 -6.977 0.040
H -5.018 -4.582 -1.807
H -6.569 -5.352 -1.496
H -5.291 -6.238 -2.336
H -3.055 -3.619 -1.083
H -2.303 -3.414 0.498
H -4.010 -3.770 0.417
O -5.351 -3.199 2.963
C -4.835 -2.140 3.218
O -4.380 -1.387 2.211
C -3.937 -0.027 2.356
C -2.472 0.052 2.722
C -4.609 -1.676 4.637
H -4.572 0.511 3.062
H -4.099 0.423 1.378
H -2.275 -0.391 3.698
H -2.131 1.086 2.751
H -1.872 -0.485 1.988
H -3.607 -1.965 4.949
H -5.333 -2.177 5.274
H -4.732 -0.604 4.770
O -7.866 -3.525 -1.744
C -8.005 -2.507 -2.361
O -7.911 -2.547 -3.707
C -8.250 -1.439 -4.541
C -7.075 -0.507 -4.753
C -8.186 -1.173 -1.675
H -9.124 -0.915 -4.153
H -8.547 -1.884 -5.490
H -6.755 -0.044 -3.819
H -7.340 0.284 -5.455
H -6.225 -1.060 -5.152
H -7.213 -0.698 -1.561
H -8.598 -1.359 -0.687
H -8.863 -0.500 -2.196
O 8.476 5.955 1.883
C 8.330 7.011 1.333
O 7.239 7.743 1.630
C 7.058 9.091 1.195
C 6.402 9.163 -0.169
C 9.277 7.501 0.262
H 8.000 9.640 1.227
H 6.407 9.541 1.943
H 7.031 8.720 -0.941
H 6.203 10.200 -0.440
H 5.459 8.616 -0.160
H 8.890 7.209 -0.713
H 10.236 7.015 0.416
H 9.442 8.576 0.282
*
```

Output
highest occupied orbital energy: -0.1809 Eh
Kohn-Sham gap: 6.64 eV